[1]
{
  "formula": "C11H16BCl4NO2",
  "method": "ωB97M-V/def2-TZVPD",
  "symbols": ["Cl", "B", "Cl", "Cl", "O", "C", "C", "C", "C", "C", "Cl", "C", "C", "H", "H", "H", "H", "H", "C", "C", "C", "C", "O", "N", "H", "H", "H", "H", "H", "H", "H", "H", "H", "H", "H"],
  "positions_angstrom": [[-4.93917, -1.25057, -0.24680], [-3.86460, 0.24490, -0.34779], [-4.51235, 1.49652, -1.56535], [-3.66164, 1.08225, 1.34580], [-2.51459, -0.22202, -0.80278], [-1.41876, 0.45794, -0.85337], [-0.44264, 0.04833, -1.86124], [0.44863, 0.98849, -2.40730], [1.46472, 0.55993, -3.25300], [1.57113, -0.80529, -3.57337], [2.93935, -1.37405, -4.44275], [0.62156, -1.73159, -3.10810], [-0.41683, -1.29690, -2.28294], [-1.34973, 1.47627, -0.44546], [0.32030, 2.04324, -2.16621], [2.19236, 1.25479, -3.66073], [0.69353, -2.78767, -3.37820], [-1.20548, -1.98314, -1.96896], [2.07285, -1.82951, 1.89077], [1.46475, -0.60138, 2.56822], [0.75596, 0.44763, 1.70953], [0.40321, 1.63916, 2.59431], [-0.27663, 2.58810, 1.77909], [-0.46842, 0.06039, 0.99832], [2.72686, -2.35084, 2.60532], [1.29685, -2.53923, 1.58109], [2.68750, -1.54999, 1.02618], [0.78861, -0.92641, 3.37508], [2.28087, -0.05044, 3.06269], [1.44892, 0.76963, 0.91466], [-0.23943, 1.30112, 3.42644], [1.34993, 2.04112, 2.99363], [-0.38761, 3.40589, 2.29111], [-0.50217, -0.89969, 0.69139], [-1.32784, 0.29305, 1.51073]],
  "forces_ev_per_a": [[0.349, 0.334, 0.005], [-0.445, 0.427, 0.409], [0.279, -0.317, 0.220], [0.039, -0.249, -0.310], [1.222, 0.070, 0.051], [-0.864, 1.131, -0.041], [0.304, -0.505, -0.300], [-0.138, -0.522, 0.314], [-0.041, -0.493, -0.231], [-0.684, 0.240, 0.967], [0.104, -0.012, -0.271], [-0.129, 0.235, -0.041], [0.517, 0.426, -0.161], [-0.545, -0.218, -0.581], [0.208, -0.234, 0.055], [-0.146, -0.071, 0.060], [0.043, 0.420, -0.012], [0.339, 0.188, 0.068], [-0.096, 0.057, -0.001], [0.004, -0.043, 0.470], [0.142, 0.321, -0.566], [0.274, 0.009, -0.352], [0.216, 0.381, 0.454], [-0.878, -0.766, 0.007], [-0.238, 0.115, -0.237], [0.184, 0.099, -0.100], [-0.168, -0.082, 0.090], [0.110, 0.071, -0.189], [-0.189, -0.137, -0.071], [0.050, 0.117, 0.294], [0.177, 0.092, -0.166], [-0.374, -0.004, 0.005], [-0.076, -0.394, -0.302], [0.173, -0.436, 0.499], [0.275, -0.251, -0.037]],
  "mulliken_charge": [-0.296, 0.827, -0.305, -0.326, -0.595, -0.764, 0.874, -0.340, -0.614, 0.345, -0.199, -0.643, -0.383, 0.448, 0.440, 0.425, 0.399, 0.490, -1.229, -0.737, 0.199, -0.884, -0.451, -0.305, 0.391, 0.318, 0.305, 0.307, 0.370, 0.285, 0.388, 0.405, 0.301, 0.317, 0.236],
  "homo_lumo_gap_ev": 8.8,
  "e_tot_ha": -2499.73884,
  "largest_force_ha_per_bohr": 0.02768,
  "e_lumo_ha": -0.028
}

***

[2]
{
  "formula": "C21H21BaClN2O3",
  "method": "ωB97M-V/def2-TZVPD",
  "symbols": ["Ba", "C", "N", "C", "C", "C", "C", "C", "C", "C", "C", "H", "H", "H", "H", "H", "H", "H", "H", "H", "H", "H", "H", "O", "C", "C", "C", "C", "C", "C", "C", "O", "O", "H", "H", "H", "H", "H", "Cl", "C", "C", "C", "C", "N", "C", "H", "H", "H", "H"],
  "positions_angstrom": [[8.60345, 9.63108, 10.97791], [7.90024, 7.67465, 8.64287], [8.13479, 7.05679, 9.92962], [7.02486, 6.30071, 10.48528], [9.36923, 6.21653, 9.96436], [10.63366, 7.02564, 9.92056], [11.71046, 6.47234, 9.19530], [12.87818, 7.13227, 9.11056], [13.04446, 8.33324, 9.81348], [12.02471, 8.79136, 10.63345], [10.78946, 8.14633, 10.78524], [7.61839, 6.93435, 7.84223], [8.82402, 8.18399, 8.31574], [7.07967, 8.37769, 8.62838], [6.95830, 5.25480, 10.09831], [6.10127, 6.80838, 10.28856], [7.16816, 6.20160, 11.56728], [9.32399, 5.50059, 9.14294], [9.36958, 5.72339, 10.91207], [11.52952, 5.49386, 8.66814], [13.71307, 6.71511, 8.51429], [13.94943, 8.88918, 9.70289], [12.21394, 9.67335, 11.23381], [6.47597, 14.45861, 11.52883], [6.05099, 14.30648, 10.21307], [5.57512, 15.36785, 9.42945], [5.28739, 15.20811, 8.08087], [5.44848, 14.00586, 7.46641], [5.89249, 12.93089, 8.23000], [6.28004, 13.04759, 9.57633], [6.69685, 11.82265, 10.24003], [6.55824, 10.73827, 9.58735], [7.24080, 11.97078, 11.37168], [6.38202, 15.38634, 11.72222], [5.55740, 16.33178, 9.95319], [4.92827, 16.02228, 7.46205], [5.17032, 13.87899, 6.42096], [6.02592, 11.97149, 7.76658], [5.94154, 10.12504, 17.07725], [7.32050, 9.66411, 16.04581], [8.44608, 9.03720, 16.58058], [9.47074, 8.63743, 15.73679], [9.24494, 8.81335, 14.36949], [8.19188, 9.48788, 13.87609], [7.20806, 9.92236, 14.68032], [8.50816, 8.89920, 17.66353], [10.36448, 8.15812, 16.15806], [10.06107, 8.51352, 13.67218], [6.41443, 10.50601, 14.22155]],
  "forces_ev_per_a": [[-0.811, 0.663, 0.369], [0.137, -1.095, -1.282], [0.537, -0.259, 0.611], [0.373, -0.701, -0.020], [-0.589, 1.311, -0.463], [0.987, -0.113, 0.544], [-2.587, -1.346, -0.393], [2.409, 0.752, -0.276], [-0.395, -0.522, -0.324], [0.106, -0.204, 0.106], [0.043, -0.753, -0.879], [0.458, 0.344, 0.483], [-0.297, -0.192, 0.044], [-0.255, 0.410, 0.454], [-0.007, 0.591, -0.073], [-0.599, 0.246, -0.054], [-0.096, 0.076, -0.088], [0.016, -0.333, -0.032], [-0.245, -0.660, 0.589], [0.383, 1.080, 0.420], [-0.551, 0.373, 0.391], [0.549, 0.251, 0.034], [0.194, 0.288, 0.049], [-0.752, -0.156, -1.437], [1.312, -1.022, -0.417], [0.541, 0.138, 1.255], [-0.248, 1.086, 0.210], [-0.093, -1.270, -0.083], [0.462, 0.459, 0.097], [-2.028, 1.726, -1.213], [0.701, -0.178, 0.556], [0.456, -0.172, 0.832], [0.058, -1.235, -0.219], [-0.089, 0.636, 0.333], [-0.350, -0.131, -0.524], [0.040, 0.275, 0.351], [0.183, -0.019, 0.240], [-0.045, -0.271, -0.006], [0.973, -0.248, -0.464], [-0.980, 0.242, 0.178], [-0.390, 0.327, 0.475], [-0.607, -0.223, -0.026], [1.033, 0.540, 0.065], [0.142, -0.446, -0.229], [1.292, -0.470, 0.323], [-0.030, 0.024, -0.397], [-0.418, 0.250, -0.486], [-0.929, 0.130, 0.180], [0.009, -0.198, 0.194]],
  "mulliken_charge": [1.696, -1.091, 0.387, -1.192, -1.026, 0.724, -0.781, -0.336, -0.695, 0.078, -0.953, 0.316, 0.370, 0.376, 0.305, 0.398, 0.258, 0.319, 0.401, 0.237, 0.325, 0.402, 0.370, -0.423, 0.651, -0.772, -0.405, -0.685, -0.290, 0.189, 0.989, -0.862, -0.918, 0.283, 0.219, 0.351, 0.371, 0.404, -0.213, 0.221, -0.180, -0.640, -0.095, -0.148, -0.546, 0.402, 0.385, 0.366, 0.458],
  "homo_lumo_gap_ev": 7.4,
  "e_tot_ha": -1633.75328,
  "relative_energy_kcal_mol": 0.3,
  "largest_force_ha_per_bohr": 0.05722,
  "e_lumo_ha": 0.003
}

***

[3]
{
  "formula": "C7H10N2O2S",
  "method": "ωB97M-V/def2-TZVPD",
  "symbols": ["C", "C", "N", "O", "C", "N", "O", "C", "C", "C", "C", "S", "H", "H", "H", "H", "H", "H", "H", "H", "H", "H"],
  "positions_angstrom": [[1.75436, 1.00696, 1.42173], [1.49780, -0.27209, 0.54219], [2.17245, -1.44849, 1.15116], [3.02474, -2.02285, 0.44852], [-0.01475, -0.57370, 0.44547], [-0.28781, -1.95902, -0.05472], [-0.30601, -3.02332, 0.89346], [-0.68341, 0.34260, -0.52045], [-2.01222, 0.68162, -0.41336], [-2.43712, 1.60454, -1.45920], [-1.43836, 1.84838, -2.37965], [0.07378, 1.08652, -1.95309], [1.45653, 1.92729, 0.90806], [2.81116, 1.10499, 1.62010], [1.21838, 0.92459, 2.38724], [1.94810, -0.12374, -0.42015], [-0.46706, -0.44917, 1.41097], [-1.16846, -1.95518, -0.61163], [0.57402, -3.45288, 0.98426], [-2.70795, 0.34267, 0.34717], [-3.45606, 1.97552, -1.46677], [-1.55210, 2.43477, -3.28129]],
  "forces_ev_per_a": [[-0.429, -0.951, 0.063], [0.255, 0.502, 0.650], [1.922, -1.445, -0.983], [-2.550, 2.112, 1.565], [0.456, -1.480, -0.631], [0.649, 0.155, -1.186], [-0.409, 0.498, 0.491], [-0.792, 0.779, -0.433], [0.555, 1.150, -1.304], [1.027, -1.068, 0.174], [-0.575, -0.199, 0.977], [-1.570, -0.346, 0.909], [-0.220, -0.374, -0.043], [0.353, -0.061, 0.131], [0.272, 0.081, -0.503], [0.089, -0.011, -0.790], [-0.231, 0.139, 0.719], [0.878, -0.440, 1.133], [-0.542, 0.900, -0.762], [0.361, -0.053, 0.088], [0.224, 0.108, -0.382], [0.278, 0.002, 0.119]],
  "mulliken_charge": [-1.364, 0.017, -0.166, -0.319, 0.298, -0.365, -0.438, -0.322, -0.260, -0.406, -0.523, -0.110, 0.295, 0.434, 0.334, 0.700, 0.315, 0.317, 0.342, 0.428, 0.378, 0.414],
  "smiles": "C[C@@H](N=O)[C@H](NO)c1cccs1",
  "homo_lumo_gap_ev": 8.6,
  "e_tot_ha": -930.74795,
  "relative_energy_kcal_mol": 119.9,
  "largest_force_ha_per_bohr": 0.07122,
  "e_lumo_ha": -0.009
}

***

[4]
{
  "formula": "C4H23N2O8",
  "method": "ωB97M-V/def2-TZVPD",
  "symbols": ["O", "C", "O", "C", "C", "C", "N", "N", "H", "H", "H", "H", "H", "H", "H", "H", "H", "H", "H", "H", "H", "O", "H", "H", "O", "H", "H", "O", "H", "H", "O", "H", "H", "O", "H", "H", "O"],
  "positions_angstrom": [[-2.48315, 1.83788, 1.64216], [-1.47449, 1.13274, 1.87045], [-1.19215, 0.93644, 3.09443], [-0.48092, 0.46690, 0.79546], [-1.04384, -0.88317, 0.43114], [-0.96156, -1.54254, -0.95309], [0.54172, -1.89509, -1.35388], [-0.44882, 1.42844, -0.34252], [-1.64177, 1.46321, 3.80977], [0.53484, 0.41466, 1.22645], [-2.22747, -0.71024, 0.27204], [-0.82234, -1.50799, 1.34486], [-1.33176, -0.73463, -1.74357], [-1.58763, -2.48489, -1.38526], [0.69052, -2.38575, -2.13118], [0.85865, -2.44227, -0.61406], [1.14158, -0.99635, -1.52706], [-0.33245, 2.42028, -0.13808], [-1.38523, 1.32175, -0.74684], [2.80649, -3.03244, 0.97700], [1.72748, -2.33063, 1.70836], [1.93355, -2.59516, 0.77809], [2.42689, 0.75156, -2.45792], [1.33932, 0.88416, -1.30582], [2.06623, 0.32625, -1.69836], [-3.46196, 1.16059, -0.67673], [-3.90956, 0.29412, -2.10640], [-3.18811, 0.47439, -1.40604], [0.64433, -0.78455, 2.95374], [1.38477, -1.06709, 4.16096], [1.15606, -1.49002, 3.21148], [3.25619, 3.28210, 1.58431], [2.06611, 4.17898, 1.34485], [2.25229, 3.26855, 1.49593], [0.02837, 0.51391, -4.71998], [0.76767, 0.48225, -3.33545], [0.35014, -0.15635, -4.05926]],
  "forces_ev_per_a": [[2.442, -1.728, -1.317], [-3.416, 2.296, -1.799], [2.430, -1.275, 3.813], [-0.128, 2.915, 0.048], [-3.809, -1.429, -0.001], [0.806, 0.414, -4.363], [-2.300, 5.018, 2.165], [-0.337, -1.369, -0.514], [-0.054, -0.470, -1.573], [-0.451, -0.010, -0.048], [2.267, -0.401, 1.325], [-0.605, 0.014, -1.282], [1.140, -1.597, 1.715], [1.241, 2.030, 2.338], [-0.123, -2.608, -4.371], [1.495, -0.916, 1.979], [-0.645, -1.402, 0.710], [0.084, -0.472, 0.633], [0.527, 0.386, -0.384], [-1.139, 0.436, -0.881], [-0.313, 0.102, -0.621], [1.690, -0.693, 1.842], [0.604, 0.636, -0.764], [0.572, 0.050, -0.267], [-1.212, -0.064, 1.389], [-0.006, -1.877, -2.292], [1.425, 0.972, 2.111], [-1.719, 1.139, 0.350], [-2.277, 2.562, -1.571], [-0.256, -2.069, -2.932], [2.424, -0.411, 4.678], [-1.946, -0.246, -0.132], [-0.440, 1.207, -0.166], [2.300, -1.009, 0.266], [0.323, -1.134, 0.719], [-1.450, -2.208, -2.256], [0.855, 3.206, 1.455]],
  "mulliken_charge": [-0.617, 0.213, -0.406, 0.437, -0.508, -0.733, 0.043, -0.593, 0.401, 0.349, 0.341, 0.385, 0.269, 0.301, 0.401, 0.286, 0.148, 0.273, 0.177, 0.323, 0.328, -0.626, 0.288, 0.391, -0.720, 0.317, 0.280, -0.662, 0.217, 0.354, -0.680, 0.315, 0.302, -0.597, 0.340, 0.279, -0.617],
  "charge": 1,
  "homo_lumo_gap_ev": 11.0,
  "e_tot_ha": -877.35265,
  "relative_energy_kcal_mol": 86.9,
  "largest_force_ha_per_bohr": 0.11531,
  "e_lumo_ha": -0.088
}